1.
# C6H11N

A cluster of 2 separate species, C6H11N in total (the ωB97M-V functional and the def2-TZVPD basis, the Open Molecules 2025 dataset).

CARTESIAN COORDINATES (ANGSTROEM)
N: -0.281 -2.497 -0.339
C: -0.921 0.907 -0.196
C: 0.312 -1.308 2.993
C: -1.170 0.867 -1.702
C: 1.586 0.444 -0.362
C: 0.250 0.013 0.253
C: -0.038 -1.396 -0.076
H: -0.326 1.280 -2.263
H: 2.420 -0.136 0.040
H: -1.827 0.605 0.340
H: -0.646 -1.841 2.798
H: 0.334 0.082 1.355
H: -2.057 1.451 -1.963
H: 1.049 -2.062 2.632
H: 1.762 1.501 -0.139
H: -0.691 1.931 0.122
H: -1.334 -0.160 -2.045
H: 1.577 0.318 -1.448

Highest occupied orbital energy (spin up / spin down)   -9.872 / -9.768 eV
E   -289.79334 hartree
Multiplicity   1
HOMO-LUMO gap (spin up / spin down)   8.787 / 8.696 eV
E_LUMO (spin up / spin down)   -1.0849 / -1.0719 eV

Mulliken atomic charge list, values in e, 2 entries:
1 N -0.47
2 C -0.66



2.
# C6H11N

The molecule C6H11N (the ωB97M-V functional and the def2-TZVPD basis, the Open Molecules 2025 dataset).

CARTESIAN COORDINATES (ANGSTROEM)
N: -1.657 0.558 0.189
C: 2.146 -0.520 0.253
C: -1.880 -0.740 0.781
C: 0.824 -0.981 -0.330
C: 0.077 1.974 -0.397
C: -0.420 0.727 -0.563
C: 0.101 -0.400 -1.373
H: 0.702 -2.068 -0.181
H: 2.949 -0.281 -0.438
H: -0.015 -0.669 -2.409
H: -1.170 -1.060 1.557
H: 1.025 2.312 -0.794
H: 1.867 0.417 0.751
H: -1.846 -1.449 -0.045
H: -2.883 -0.795 1.206
H: -0.570 2.733 0.029
H: 2.488 -1.171 1.055
H: -1.737 1.413 0.709

Highest occupied orbital energy   -7.626 eV
SMILES string   C=C(/C=C\C)NC
E   -289.78910 hartree
Multiplicity   1
HOMO-LUMO gap   7.513 eV
E_LUMO   -0.1128 eV

Mulliken atomic charge list, values in e, 2 entries:
1 N -0.37
2 C -1.08